58
Properties=species:S:1:pos:R:3:forces:R:3 method="wB97M-V/def2-TZVPD" smiles="CCOC(=O)C(F)(F)F.CCOC(=O)C(F)(F)F.CCOC(=O)C(F)(F)F.ClCCCl.ClCCCl" charge=0 de_lowest_ev=0.0000
C 1.122867 -0.477361 -5.198054 -0.0538 0.0981 -0.0968
C 2.296684 0.446281 -4.913905 0.0581 0.3372 -0.4368
O 2.987751 0.090586 -3.701430 0.0892 0.2833 0.4572
C 3.858413 -0.891579 -3.751103 0.1349 -0.4481 -0.1451
O 4.091713 -1.623407 -4.668516 -0.0174 0.1426 -0.0705
C 4.584840 -1.068267 -2.395224 -0.2325 0.0696 0.0172
F 4.006243 -2.074606 -1.710298 0.0135 0.0355 -0.0595
F 5.859694 -1.377210 -2.583055 0.0754 -0.0222 -0.0464
F 4.513699 0.029703 -1.645337 0.0688 0.0226 0.1076
H 1.368618 -1.180701 -5.989880 -0.0468 -0.1156 0.0767
H 0.239047 0.088359 -5.493899 0.0961 0.0669 -0.0894
H 0.842095 -1.032176 -4.303693 0.0897 -0.0387 0.0510
H 2.008072 1.483389 -4.760823 -0.1885 -0.1862 0.2488
H 3.025515 0.470318 -5.726517 -0.0432 -0.2890 0.0199
C -1.543397 1.191828 -1.128810 -0.1513 0.6959 0.0543
C -0.229968 1.941385 -1.292413 -0.2511 0.1202 1.1649
O 0.027189 2.426196 -2.613738 0.0908 -0.2130 -0.2425
C -0.637688 3.513009 -2.966544 0.1649 -0.2736 -0.2860
O -1.415731 4.128430 -2.312225 -0.3203 0.2642 0.2591
C -0.246665 3.959492 -4.392179 0.0473 0.3924 0.1182
F 0.705186 4.901013 -4.292130 -0.0041 -0.0677 -0.0501
F 0.238099 2.967182 -5.143670 -0.1704 0.0173 -0.0448
F -1.299065 4.498481 -5.003186 0.1149 -0.1718 -0.0460
H -2.347898 1.913086 -0.968562 -0.0173 -0.0465 -0.2479
H -1.486053 0.630924 -0.195841 0.0165 -0.3884 -0.2127
H -1.799070 0.581273 -1.991554 0.1371 -0.3107 0.1377
H 0.626577 1.341329 -0.996424 0.1152 -0.0854 -0.4275
H -0.271458 2.786577 -0.598134 0.2268 0.0691 -0.2081
C -3.676201 -1.928031 1.134489 -0.2047 -0.2095 0.3588
C -2.836624 -2.856953 1.989349 0.2616 0.3044 -0.5562
O -3.659554 -3.465724 2.998219 -0.1714 -0.4058 -0.4147
C -3.362993 -3.210885 4.250390 -0.1852 0.0917 0.2795
O -2.557254 -2.439747 4.669705 0.2993 0.2155 0.2283
C -4.214899 -4.102872 5.174225 -0.2464 -0.2570 -0.4274
F -5.493557 -4.160726 4.761430 0.2521 0.0041 0.1189
F -3.711403 -5.348452 5.146219 -0.0751 0.0042 0.0375
F -4.191698 -3.667146 6.415395 0.0080 0.1372 0.3482
H -4.423590 -2.506456 0.591702 -0.0475 0.0813 -0.0186
H -3.054978 -1.400316 0.414581 0.0861 0.0247 0.0022
H -4.190309 -1.210890 1.776257 0.0355 0.0977 -0.1265
H -2.011013 -2.341811 2.472120 -0.0141 0.0254 -0.0005
H -2.441091 -3.664713 1.372981 -0.0001 -0.1049 0.1918
Cl 0.372953 0.352265 4.775933 0.0450 -0.0564 -0.0422
C 1.298617 1.886810 4.849581 -0.0877 -0.0678 -0.0192
C 0.379409 2.942140 5.413326 -0.2178 0.3364 -0.2136
Cl 1.276897 4.427270 5.849810 0.1255 -0.1450 0.0873
H 1.612937 2.107169 3.834886 0.1113 0.1054 0.0072
H 2.165399 1.730525 5.483559 -0.0012 -0.0545 0.0266
H -0.150081 2.566335 6.282423 0.1107 0.1118 0.1599
H -0.346760 3.277997 4.678217 -0.0885 -0.2403 -0.0321
Cl 0.077113 -2.340871 0.292294 -0.1121 -0.1381 0.0017
C 1.573690 -1.380449 0.274469 0.4123 0.1254 -0.0457
C 1.456830 -0.281578 1.305754 -0.1072 -0.2171 0.3598
Cl 2.829059 0.849136 1.228881 0.0409 0.0931 -0.1904
H 1.718596 -1.027273 -0.742464 -0.0541 0.1908 0.0374
H 2.409125 -2.029130 0.528196 -0.0891 -0.0903 -0.0741
H 1.497593 -0.715664 2.301125 -0.1798 0.0007 0.0088
H 0.528478 0.276505 1.214090 0.0510 0.0789 -0.0954

25
Properties=species:S:1:pos:R:3:forces:R:3 method="wB97M-V/def2-TZVPD" charge=+1 de_lowest_ev=1.7037
N 1.328004 -0.434375 -1.148618 -0.1993 1.5529 -0.5311
C 0.790780 -0.080519 0.205109 0.4632 -0.4750 2.5718
C 1.761717 -0.497847 1.362638 0.1797 -0.1296 -1.3529
C -0.615012 -0.678665 0.451695 -0.4070 1.7897 -2.2422
N -1.519672 0.433658 0.816314 -0.1722 -0.8787 1.6245
C -2.586837 0.735961 -0.134535 1.0424 -0.9530 -1.4587
H 1.234116 0.400400 -1.742354 0.0064 -0.1357 0.1266
H 2.332277 -0.607813 -1.124141 -0.1213 -0.6963 -0.1229
H 0.746074 -1.143548 -1.616440 0.7060 -0.8098 0.1982
H 0.794079 1.005244 0.289843 -0.5726 -0.0607 -0.4989
H 2.110849 -1.532633 1.267257 -0.0249 0.1050 -0.1124
H 1.281625 -0.435821 2.332846 -0.2159 0.3072 -0.0252
H 2.613619 0.183306 1.328221 0.1403 -0.2091 0.2867
H -0.988273 -1.024828 -0.527253 0.0893 -0.4481 0.2668
H -0.553303 -1.525067 1.117405 -0.2368 -0.0434 0.4468
H -1.944467 0.194586 1.707815 0.0660 0.2515 -0.0109
H -3.293390 -0.077558 -0.343257 -0.1432 -0.0113 0.5671
H -3.097656 1.646097 0.119593 -0.1141 0.3236 0.0919
H -2.072313 0.827474 -1.107848 -0.3421 0.6058 0.1900
H 0.591205 4.343913 1.285518 0.0553 -0.3040 0.6640
H -0.114691 2.882197 1.216078 0.1180 0.3258 0.6761
O 0.099516 3.705684 0.773861 -0.2743 -0.1731 -1.3420
H 0.261137 -3.651748 -1.228402 0.0707 0.1913 -0.4230
H 0.730827 -3.558751 -2.697108 0.0124 -0.2037 -0.2106
O 0.491164 -3.027398 -1.936806 -0.1260 0.0788 0.6203